54
Properties=species:S:1:pos:R:3:nbo_charge:R:1 method="wB97M-V/def2-TZVPD" e_above_lowest_kcal_mol=31.81 smiles="O=P(O)(O)C[C@@H]1O[C@H](CO)[C@@H](O)[C@H](O)[C@H]1O.CNC(=O)[C@H](CO)NC(C)=O" total_charge=0 homo_energy_ev=-9.05 lumo_ha=0.00322 gap_ev=9.1 largest_force_ev_per_a=2.70
O -0.16747 -0.36272 4.63198 -1.13
P -1.47246 -1.02047 4.82049 2.37
O -2.44897 -0.15713 5.72245 -0.95
O -1.18926 -2.33222 5.63165 -0.97
C -2.19531 -1.32233 3.24316 -0.85
C -2.53576 -0.01356 2.52907 0.09
O -3.63598 -0.37023 1.69063 -0.53
C -4.20946 0.73968 0.98707 0.06
C -5.47692 0.26536 0.26413 -0.07
O -6.50188 -0.04793 1.22018 -0.73
C -3.16064 1.27279 -0.00011 0.05
O -3.65896 2.41436 -0.72066 -0.73
C -1.87935 1.67836 0.74720 0.08
O -0.90682 2.03232 -0.25095 -0.74
C -1.36517 0.56534 1.68924 0.06
O -0.35758 1.14698 2.54145 -0.76
H -3.20681 -0.73324 5.87116 0.50
H -0.50263 -2.00544 6.23180 0.52
H -1.50055 -1.91691 2.65026 0.27
H -3.09888 -1.91047 3.40653 0.27
H -2.86619 0.74642 3.24848 0.19
H -4.48525 1.53350 1.68961 0.17
H -5.84022 1.04986 -0.40784 0.19
H -5.24307 -0.61558 -0.34336 0.17
H -7.29299 -0.40119 0.77822 0.48
H -2.91493 0.47637 -0.71198 0.20
H -3.91568 3.12657 -0.10730 0.47
H -2.09903 2.55665 1.36390 0.17
H -1.32429 2.65960 -0.87278 0.50
H -0.93016 -0.23561 1.08169 0.17
H -0.10341 0.56421 3.31626 0.51
C 6.91890 0.51711 -2.99720 -0.41
N 5.51704 0.10483 -2.98416 -0.60
C 4.47538 0.94526 -2.97272 0.67
O 4.63937 2.16274 -3.00064 -0.65
C 3.04255 0.36851 -2.90659 -0.15
C 2.20395 1.16740 -1.89316 -0.06
O 0.91461 0.58909 -1.74708 -0.77
N 2.91777 -1.06631 -2.58211 -0.61
C 3.33262 -2.09440 -3.31787 0.67
C 2.89205 -3.46564 -2.86311 -0.71
O 4.05186 -1.97516 -4.29940 -0.65
H 7.12563 1.14325 -2.12707 0.21
H 7.12202 1.09444 -3.90141 0.21
H 7.56854 -0.35883 -2.97576 0.20
H 5.30461 -0.87713 -3.10694 0.42
H 2.60367 0.52239 -3.89206 0.22
H 2.10397 2.19941 -2.23369 0.20
H 2.70795 1.16220 -0.92529 0.17
H 0.39925 1.12000 -1.11136 0.51
H 2.27939 -1.26850 -1.82702 0.41
H 1.80747 -3.53345 -2.93392 0.23
H 3.34726 -4.21567 -3.50878 0.24
H 3.21022 -3.62492 -1.83429 0.22